Entry 1
Density functional theory data (the ωB97M-V functional and the def2-TZVPD basis) for one molecule with the formula C4H4N2O.

Calculated values
SMILES string = O=c1cc[nH]cn1
E_HOMO = -9.6 eV
E_LUMO = 0.50 eV
Kohn-Sham gap = 10.1 eV

ORCA input file:
```
! RIJCOSX wB97M-V def2-TZVPD def2/J DEFGRID3
* xyz 0 1
O -2.50 -0.49 0.65
C -1.45 -0.25 0.09
C -0.29 -1.32 0.16
C 0.90 -0.75 0.46
N 0.99 0.80 0.25
C 0.06 1.30 -0.62
N -1.15 0.87 -0.66
H -0.66 -2.36 0.06
H 1.84 -1.08 0.88
H 1.88 1.28 0.14
H 0.38 2.01 -1.39
*
```



Entry 2
Density functional theory data (the ωB97M-V functional and the def2-TZVPD basis) for one molecule with the formula C4H4N2O.

Calculated values
SMILES string = O=Cc1cnc[nH]1
E_HOMO = -9.4 eV
E_LUMO = 0.41 eV
Kohn-Sham gap = 9.8 eV

ORCA input file:
```
! RIJCOSX wB97M-V def2-TZVPD def2/J DEFGRID3
* xyz 0 1
O 1.10 0.45 -2.41
C 1.36 0.08 -1.28
C 0.36 -0.09 -0.22
C 0.18 -1.08 0.72
N -0.94 -0.83 1.47
C -1.42 0.30 1.01
N -0.70 0.78 -0.03
H 2.41 -0.10 -0.98
H 0.78 -1.97 0.86
H -2.28 0.82 1.41
H -0.84 1.64 -0.53
*
```



Entry 3
Density functional theory data (the ωB97M-V functional and the def2-TZVPD basis) for one molecule with the formula C4H4N2O.

Calculated values
SMILES string = O/C=C1/C=NC=N1
E_HOMO = -9.6 eV
E_LUMO = -0.56 eV
Kohn-Sham gap = 9.1 eV

ORCA input file:
```
! RIJCOSX wB97M-V def2-TZVPD def2/J DEFGRID3
* xyz 0 1
O 2.42 -0.36 0.05
C 1.54 0.62 -0.06
C 0.20 0.35 -0.04
C -1.00 1.13 0.03
N -2.02 0.31 0.01
C -1.49 -0.92 0.00
N -0.20 -1.02 -0.05
H 1.92 -1.16 0.16
H 1.98 1.61 -0.07
H -1.08 2.21 0.10
H -2.14 -1.79 0.04
*
```



Entry 4
Density functional theory data (the ωB97M-V functional and the def2-TZVPD basis) for one molecule with the formula C4H4N2O.

Calculated values
SMILES string = O=c1cc[nH]cn1
E_HOMO = -9.3 eV
E_LUMO = 0.36 eV
Kohn-Sham gap = 9.7 eV

ORCA input file:
```
! RIJCOSX wB97M-V def2-TZVPD def2/J DEFGRID3
* xyz 0 1
O 2.35 -1.33 0.28
C 1.28 -0.81 0.05
C 1.10 0.65 -0.03
C -0.13 1.17 0.06
N -1.22 0.33 0.09
C -1.03 -1.01 -0.12
N 0.12 -1.59 -0.16
H 1.98 1.28 -0.11
H -0.35 2.23 0.10
H -2.16 0.69 0.13
H -1.93 -1.59 -0.29
*
```



Verdict on stability: entry 1 comes out at the bottom.